{
  "formula": "C80H212N12O32",
  "method": "the ωB97M-V functional and the def2-TZVPD basis",
  "species": ["C", "O", "C", "C", "N", "C", "C", "O", "C", "H", "H", "H", "H", "H", "H", "H", "H", "H", "H", "H", "H", "H", "H", "H", "C", "O", "C", "C", "N", "C", "C", "O", "C", "H", "H", "H", "H", "H", "H", "H", "H", "H", "H", "H", "H", "H", "H", "H", "C", "O", "C", "C", "N", "C", "C", "O", "C", "H", "H", "H", "H", "H", "H", "H", "H", "H", "H", "H", "H", "H", "H", "H", "C", "O", "C", "C", "N", "C", "C", "O", "C", "H", "H", "H", "H", "H", "H", "H", "H", "H", "H", "H", "H", "H", "H", "H", "C", "O", "C", "C", "N", "C", "C", "O", "C", "H", "H", "H", "H", "H", "H", "H", "H", "H", "H", "H", "H", "H", "H", "H", "C", "O", "C", "C", "N", "C", "C", "O", "C", "H", "H", "H", "H", "H", "H", "H", "H", "H", "H", "H", "H", "H", "H", "H", "C", "O", "C", "C", "N", "C", "C", "O", "C", "H", "H", "H", "H", "H", "H", "H", "H", "H", "H", "H", "H", "H", "H", "H", "C", "O", "C", "C", "N", "C", "C", "O", "C", "H", "H", "H", "H", "H", "H", "H", "H", "H", "H", "H", "H", "H", "H", "H", "C", "O", "C", "C", "N", "C", "C", "O", "C", "H", "H", "H", "H", "H", "H", "H", "H", "H", "H", "H", "H", "H", "H", "H", "C", "O", "C", "C", "N", "C", "C", "O", "C", "H", "H", "H", "H", "H", "H", "H", "H", "H", "H", "H", "H", "H", "H", "H", "C", "O", "C", "C", "N", "C", "C", "O", "C", "H", "H", "H", "H", "H", "H", "H", "H", "H", "H", "H", "H", "H", "H", "H", "C", "O", "C", "C", "N", "C", "C", "O", "C", "H", "H", "H", "H", "H", "H", "H", "H", "H", "H", "H", "H", "H", "H", "H", "C", "O", "H", "H", "H", "H", "C", "O", "H", "H", "H", "H", "C", "O", "H", "H", "H", "H", "C", "O", "H", "H", "H", "H", "C", "O", "H", "H", "H", "H", "C", "O", "H", "H", "H", "H", "C", "O", "H", "H", "H", "H", "C", "O", "H", "H", "H", "H"],
  "xyz": [[-25.68412, -0.19478, -12.83194], [-26.11188, 1.18739, -12.76216], [-26.48971, 1.59285, -11.44463], [-27.02105, 3.07268, -11.35092], [-25.91945, 3.99800, -11.49799], [-26.32327, 5.42263, -11.33731], [-25.08213, 6.24191, -11.64541], [-24.84010, 6.28785, -13.05053], [-23.59151, 6.89429, -13.33227], [-24.66131, -0.29415, -12.46852], [-25.68688, -0.53757, -13.86664], [-26.39062, -0.83575, -12.30457], [-25.62715, 1.60274, -10.77830], [-27.25934, 0.94888, -11.01910], [-27.60369, 3.21970, -10.44153], [-27.62834, 3.26162, -12.23613], [-25.45065, 3.92466, -12.38959], [-26.76389, 5.71473, -10.38409], [-27.10607, 5.74343, -12.02463], [-24.18632, 5.86706, -11.15032], [-25.22779, 7.27345, -11.32480], [-23.56044, 7.96965, -13.15698], [-23.39902, 6.63788, -14.37405], [-22.77976, 6.40907, -12.79029], [-22.61503, 3.46932, -12.96331], [-21.22586, 3.14009, -13.07868], [-20.35998, 4.28678, -12.98675], [-18.88041, 3.87938, -12.68976], [-18.39672, 3.23359, -13.90467], [-17.04782, 2.64926, -13.89272], [-16.88976, 1.80695, -15.17094], [-17.93992, 0.85913, -15.25054], [-17.83788, 0.03007, -16.39506], [-23.25336, 2.59103, -12.86710], [-23.02911, 3.97575, -13.83519], [-22.87721, 4.00405, -12.05039], [-20.73795, 4.92347, -12.18684], [-20.42864, 4.96263, -13.83917], [-18.66208, 3.27111, -11.81202], [-18.23426, 4.73326, -12.48614], [-18.98331, 2.42412, -14.04881], [-16.75934, 2.08937, -13.00311], [-16.27158, 3.40870, -13.98647], [-15.92463, 1.30262, -15.12313], [-17.00665, 2.45657, -16.03836], [-18.78370, -0.47528, -16.59039], [-17.09175, -0.74772, -16.23250], [-17.64737, 0.64062, -17.27768], [-12.71369, 10.85607, -5.85278], [-13.92925, 11.44988, -5.44702], [-15.00709, 11.40388, -6.37764], [-16.25219, 12.10897, -5.87965], [-15.97384, 13.52430, -5.68089], [-16.93667, 14.36178, -4.91694], [-16.92722, 13.93058, -3.43106], [-15.85396, 14.49551, -2.74709], [-15.66070, 14.00938, -1.44213], [-12.28358, 11.29112, -6.75490], [-12.69247, 9.79239, -6.08988], [-11.97822, 11.06448, -5.07576], [-15.30148, 10.39148, -6.65421], [-14.68212, 11.95367, -7.26095], [-16.58366, 11.60585, -4.97131], [-17.14250, 12.02114, -6.50233], [-15.17291, 13.65209, -5.07900], [-17.95103, 14.39197, -5.31479], [-16.70014, 15.42040, -5.02408], [-16.93995, 12.86051, -3.22398], [-17.85233, 14.33155, -3.01695], [-16.37621, 14.38611, -0.71123], [-14.71275, 14.41422, -1.08771], [-15.57210, 12.92327, -1.41763], [-25.81180, 7.63383, -8.31259], [-24.89880, 8.72609, -8.13437], [-23.88938, 8.55496, -7.11759], [-22.81176, 9.58082, -7.49162], [-21.99831, 9.11774, -8.64003], [-21.12409, 10.14990, -9.20636], [-21.74032, 10.88497, -10.43963], [-22.54846, 9.99274, -11.27488], [-23.22493, 10.78534, -12.24962], [-26.49578, 7.50052, -7.47444], [-25.20975, 6.76720, -8.58570], [-26.42464, 7.87744, -9.18046], [-23.50932, 7.53395, -7.08295], [-24.35271, 8.82315, -6.16812], [-22.16229, 9.66635, -6.62043], [-23.33908, 10.50704, -7.71995], [-22.59271, 8.85871, -9.41442], [-20.15791, 9.72727, -9.48203], [-20.97115, 10.90641, -8.43669], [-20.86301, 11.31470, -10.92311], [-22.39669, 11.65022, -10.02530], [-23.93957, 10.18375, -12.81130], [-22.52507, 10.91037, -13.07584], [-23.67977, 11.71582, -11.90987], [-18.86470, 5.50092, -0.87248], [-20.25512, 5.39489, -1.02638], [-20.84712, 4.57828, -0.04462], [-22.21494, 4.33532, -0.53693], [-22.13842, 3.51428, -1.71936], [-23.47623, 3.22803, -2.26769], [-23.20616, 2.33708, -3.49652], [-22.60612, 3.11184, -4.50479], [-22.21918, 2.29054, -5.64006], [-18.33029, 4.57408, -1.08100], [-18.63057, 5.83656, 0.13778], [-18.52774, 6.19681, -1.64079], [-20.94151, 5.13487, 0.88780], [-20.34016, 3.62617, 0.11216], [-22.74327, 5.25893, -0.77336], [-22.76725, 3.74708, 0.19589], [-21.47772, 3.86595, -2.39752], [-23.94715, 4.17778, -2.52130], [-24.06703, 2.62693, -1.57651], [-24.11284, 1.77381, -3.71732], [-22.47536, 1.54163, -3.35058], [-21.52937, 1.48879, -5.37649], [-21.80750, 2.97351, -6.38313], [-23.04907, 1.75903, -6.10577], [-25.24611, 4.75534, -5.45676], [-26.15209, 5.15363, -6.44494], [-27.22219, 4.19539, -6.63201], [-28.20815, 4.75296, -7.65017], [-28.88269, 5.96991, -7.25265], [-29.56600, 6.52268, -8.40716], [-30.19265, 7.94517, -8.08740], [-29.12731, 8.86234, -7.88866], [-29.42758, 10.27026, -8.08761], [-24.88629, 3.73506, -5.58960], [-25.65769, 4.75424, -4.44745], [-24.35979, 5.38937, -5.43339], [-27.68245, 3.96898, -5.67024], [-26.68685, 3.33652, -7.03681], [-28.98418, 4.01324, -7.84684], [-27.60351, 4.91544, -8.54242], [-28.22704, 6.62185, -6.84621], [-30.43071, 5.91683, -8.67795], [-28.89889, 6.51320, -9.26912], [-30.71136, 7.93583, -7.12878], [-31.01307, 8.18642, -8.76328], [-29.89846, 10.64406, -7.17841], [-30.10895, 10.45439, -8.91823], [-28.53588, 10.89288, -8.16054], [-22.36390, 1.07669, -10.68296], [-21.80365, -0.16716, -11.10381], [-21.50401, -0.16733, -12.48342], [-21.08545, -1.57019, -12.88466], [-22.28054, -2.40833, -12.88206], [-21.84823, -3.79885, -13.01967], [-22.94175, -4.72259, -12.57444], [-22.99980, -4.60627, -11.18435], [-23.82761, -5.59086, -10.56912], [-22.30929, 1.01011, -9.59637], [-23.39092, 1.27227, -10.99133], [-21.62973, 1.85774, -10.88053], [-20.69307, 0.55129, -12.60202], [-22.36095, 0.19899, -13.04872], [-20.31626, -1.92140, -12.19684], [-20.53207, -1.54888, -13.82350], [-22.78035, -2.24025, -12.02065], [-20.95665, -4.04323, -12.44221], [-21.64951, -3.98290, -14.07548], [-22.54707, -5.70770, -12.82324], [-23.90986, -4.58803, -13.05689], [-24.82222, -5.61783, -11.01423], [-23.89300, -5.44333, -9.49113], [-23.41407, -6.59412, -10.67190], [-23.53692, 4.01404, -8.53163], [-22.29552, 4.03719, -9.13766], [-21.72783, 5.33230, -9.29801], [-21.05787, 5.73467, -7.98985], [-20.09977, 6.83171, -8.24799], [-19.23622, 7.08230, -7.08285], [-19.91415, 7.99810, -6.06978], [-21.04250, 7.46806, -5.36131], [-20.67479, 6.48630, -4.36802], [-23.54445, 4.39455, -7.51023], [-23.75454, 2.94887, -8.45317], [-24.31818, 4.49792, -9.11778], [-22.43632, 6.03134, -9.74241], [-20.92233, 5.18595, -10.01763], [-20.53531, 4.83194, -7.67344], [-21.83880, 6.03432, -7.29096], [-20.73452, 7.61039, -8.35219], [-18.25937, 7.49155, -7.34052], [-18.93956, 6.13223, -6.63849], [-20.18248, 9.00225, -6.39808], [-19.19778, 8.07182, -5.25157], [-20.25441, 6.98774, -3.49628], [-19.85064, 5.83782, -4.66526], [-21.57920, 5.91290, -4.16463], [-16.94300, -1.40300, -12.37342], [-17.42926, -1.05887, -11.04315], [-17.97145, 0.27527, -10.89852], [-18.89155, 0.38386, -9.70959], [-18.12418, 0.16227, -8.48196], [-19.02189, 0.05710, -7.32263], [-18.40689, -0.58133, -6.06035], [-17.92063, -1.95763, -6.25251], [-18.63798, -2.86764, -5.47285], [-16.34372, -0.60855, -12.81818], [-17.77938, -1.53381, -13.06005], [-16.34992, -2.31539, -12.31102], [-18.40784, 0.54915, -11.85907], [-17.17811, 1.01618, -10.79973], [-19.72873, -0.30437, -9.82604], [-19.26234, 1.40541, -9.62554], [-17.56610, -0.67951, -8.48881], [-19.92206, -0.46739, -7.64314], [-19.38456, 1.07903, -7.21206], [-19.01794, -0.53050, -5.15916], [-17.51630, 0.01759, -5.86998], [-19.70517, -2.94436, -5.68097], [-18.40287, -2.69863, -4.42201], [-18.29824, -3.86565, -5.74972], [-19.73556, 8.11312, -13.09697], [-19.82991, 9.23174, -13.91151], [-18.92371, 10.34064, -13.60858], [-19.15997, 11.52226, -14.57110], [-18.63761, 11.22200, -15.91609], [-19.09907, 12.31109, -16.76764], [-18.46602, 12.11248, -18.18301], [-18.87898, 13.13377, -19.07316], [-18.28867, 13.01436, -20.38170], [-20.13502, 8.19570, -12.08617], [-18.70976, 7.76964, -12.96337], [-20.19465, 7.21569, -13.51165], [-17.93967, 9.87187, -13.60461], [-19.17728, 10.64381, -12.59276], [-18.66654, 12.41006, -14.17557], [-20.22327, 11.73789, -14.67600], [-19.03005, 10.35512, -16.25464], [-18.78440, 13.23245, -16.27756], [-20.18755, 12.29264, -16.82228], [-18.81054, 11.16851, -18.60531], [-17.38915, 11.98499, -18.07261], [-18.55279, 12.04984, -20.81533], [-17.20517, 13.12998, -20.35398], [-18.68070, 13.79316, -21.03583], [-18.94282, 2.84368, -4.28104], [-17.77828, 2.87266, -3.39785], [-16.59442, 2.20687, -3.93298], [-15.42894, 2.45822, -3.01021], [-15.18001, 3.87228, -2.81125], [-14.16944, 4.10266, -1.79095], [-14.32300, 5.51583, -1.18500], [-15.55754, 5.61849, -0.42817], [-15.58157, 6.67991, 0.47698], [-19.16764, 1.81025, -4.54487], [-18.69605, 3.31765, -5.23107], [-19.81893, 3.43868, -4.02316], [-16.42869, 2.59561, -4.93773], [-16.74447, 1.13245, -4.03883], [-14.51840, 2.03837, -3.43771], [-15.72740, 1.86147, -2.14829], [-16.02819, 4.19996, -2.37157], [-13.18398, 4.13777, -2.25542], [-14.20552, 3.34839, -1.00490], [-14.32215, 6.34179, -1.89625], [-13.43944, 5.72578, -0.58223], [-16.58970, 6.70761, 0.89051], [-15.46702, 7.61418, -0.07267], [-14.81975, 6.57434, 1.24937], [-15.59168, 9.39984, -3.54107], [-16.98054, 9.51745, -3.43952], [-17.54782, 9.50890, -2.15583], [-19.12489, 9.66079, -2.24939], [-19.51806, 10.95895, -2.72843], [-20.92018, 10.95569, -3.11326], [-21.29798, 12.34178, -3.65957], [-20.40366, 12.81274, -4.66217], [-20.34686, 11.97617, -5.83788], [-15.30583, 8.48344, -3.02474], [-15.16818, 10.27065, -3.04062], [-15.21271, 9.39417, -4.56306], [-17.19418, 10.28857, -1.48118], [-17.30246, 8.57606, -1.64817], [-19.58423, 9.42792, -1.28872], [-19.38604, 8.87457, -2.95774], [-18.90949, 11.19892, -3.49795], [-21.64212, 10.82240, -2.30757], [-21.10690, 10.17458, -3.85021], [-21.23140, 13.10427, -2.88350], [-22.30042, 12.42100, -4.08021], [-21.37076, 11.75463, -6.13897], [-19.73568, 11.08412, -5.70075], [-19.89868, 12.65510, -6.56334], [-17.17023, 6.88139, -10.64961], [-18.43009, 6.35030, -10.55845], [-17.24640, 7.95858, -10.50136], [-16.50332, 6.52323, -9.86536], [-16.74094, 6.53477, -11.58965], [-18.94271, 6.52785, -9.76642], [-16.88482, 6.33847, -4.14841], [-15.57777, 6.21764, -4.56536], [-17.43797, 5.45403, -4.46446], [-16.76586, 6.32615, -3.06499], [-17.37376, 7.28011, -4.39813], [-15.17972, 5.46114, -4.12847], [-23.38906, 7.91146, -2.49351], [-24.31704, 8.86457, -2.06955], [-22.35999, 8.27071, -2.48580], [-23.52496, 7.01854, -1.88331], [-23.77816, 7.59252, -3.46046], [-23.86628, 9.30541, -1.34561], [-17.17052, 10.82208, -10.11563], [-17.70890, 12.06559, -10.45834], [-16.96813, 10.41608, -11.10674], [-16.24251, 10.85928, -9.54510], [-17.91382, 10.17195, -9.65420], [-16.96975, 12.67766, -10.48348], [-14.34616, 7.55949, -7.37753], [-15.65579, 7.09039, -7.14761], [-13.66827, 7.36169, -6.54720], [-13.90577, 7.23096, -8.31892], [-14.45057, 8.63726, -7.50246], [-15.67435, 6.52454, -6.37232], [-17.66628, 3.63511, -8.19571], [-17.02221, 2.51657, -7.68153], [-17.71100, 3.67211, -9.28417], [-18.73090, 3.47770, -8.02276], [-17.30857, 4.61214, -7.87079], [-17.54049, 1.71694, -7.79807], [-25.62038, -0.07421, -7.67746], [-26.35736, 0.03193, -6.49361], [-25.15043, -1.05397, -7.76292], [-26.14556, 0.17207, -8.60030], [-24.72809, 0.54547, -7.58846], [-25.81285, -0.30810, -5.77983], [-13.99640, 3.89351, -8.62259], [-14.44293, 2.54202, -8.53394], [-13.18558, 3.88711, -9.35104], [-14.74439, 4.57260, -9.03179], [-13.70947, 4.25235, -7.63415], [-15.34566, 2.53566, -8.20739]],
  "lowdin_charge": [-0.0748, -0.1931, -0.2157, -0.1832, -0.0466, -0.1797, -0.2262, -0.1829, -0.0976, 0.0625, 0.0882, 0.0838, 0.0915, 0.1096, 0.1102, 0.1160, 0.1008, 0.0776, 0.1199, 0.0912, 0.1180, 0.0730, 0.0956, 0.0648, -0.1036, -0.1870, -0.1770, -0.1694, -0.0487, -0.1954, -0.2213, -0.2204, -0.1038, 0.0660, 0.0920, 0.0740, 0.0858, 0.1114, 0.1004, 0.0956, 0.0851, 0.0943, 0.1156, 0.1200, 0.1217, 0.0844, 0.0854, 0.0858, -0.1080, -0.1882, -0.2222, -0.2021, -0.0482, -0.1534, -0.2339, -0.1818, -0.1092, 0.0840, 0.0702, 0.0897, 0.0983, 0.1198, 0.0864, 0.1173, 0.0941, 0.1021, 0.1148, 0.1011, 0.1185, 0.0869, 0.0857, 0.0784, -0.0839, -0.1985, -0.1752, -0.1734, -0.0513, -0.1702, -0.1616, -0.2002, -0.1055, 0.0709, 0.0727, 0.0813, 0.1031, 0.1239, 0.0838, 0.1239, 0.0948, 0.0919, 0.1011, 0.1099, 0.1149, 0.0729, 0.0794, 0.0918, -0.0986, -0.1911, -0.2371, -0.2355, -0.0598, -0.1613, -0.2406, -0.2102, -0.0716, 0.0869, 0.0828, 0.0684, 0.1260, 0.1339, 0.1023, 0.1271, 0.0855, 0.1086, 0.1209, 0.1124, 0.1158, 0.0746, 0.0809, 0.0733, -0.1323, -0.2120, -0.1626, -0.2188, -0.0523, -0.1897, -0.1988, -0.2105, -0.0772, 0.0694, 0.0867, 0.0825, 0.1264, 0.1165, 0.1262, 0.0860, 0.0896, 0.1128, 0.1006, 0.1147, 0.1113, 0.0774, 0.0818, 0.0826, -0.0896, -0.2075, -0.2214, -0.2051, -0.0347, -0.2192, -0.2577, -0.1868, -0.0999, 0.0813, 0.0719, 0.0791, 0.1045, 0.1168, 0.1093, 0.1181, 0.0995, 0.1207, 0.1219, 0.1186, 0.1282, 0.0841, 0.0848, 0.0811, -0.1200, -0.1959, -0.1851, -0.1739, -0.0387, -0.1658, -0.1855, -0.2090, -0.0708, 0.0657, 0.0799, 0.0754, 0.1136, 0.1047, 0.1062, 0.0994, 0.0558, 0.1071, 0.0953, 0.0968, 0.0891, 0.0645, 0.0634, 0.0883, -0.0701, -0.1880, -0.2005, -0.1726, -0.0680, -0.1901, -0.1581, -0.1788, -0.1404, 0.0753, 0.0707, 0.0867, 0.1007, 0.1171, 0.1124, 0.1196, 0.1246, 0.1149, 0.1036, 0.1096, 0.1022, 0.0877, 0.0883, 0.0873, -0.1311, -0.1972, -0.1584, -0.1934, -0.0739, -0.2067, -0.2228, -0.1967, -0.0987, 0.0820, 0.0744, 0.0705, 0.1198, 0.0951, 0.1190, 0.1083, 0.1077, 0.1180, 0.1150, 0.1132, 0.1175, 0.0809, 0.0823, 0.0831, -0.0612, -0.2006, -0.1895, -0.2023, -0.0548, -0.1794, -0.1787, -0.2110, -0.1187, 0.0665, 0.0696, 0.0686, 0.1149, 0.1099, 0.1328, 0.1241, 0.0851, 0.1222, 0.1223, 0.1083, 0.1174, 0.0785, 0.0791, 0.0921, -0.0871, -0.2176, -0.1946, -0.1893, -0.0336, -0.2066, -0.1999, -0.2161, -0.0888, 0.0753, 0.0931, 0.0849, 0.1162, 0.0965, 0.1227, 0.0836, 0.0903, 0.1158, 0.1017, 0.1225, 0.1191, 0.0717, 0.0711, 0.0903, -0.1731, -0.1470, 0.0636, 0.0587, 0.0824, 0.0222, -0.1496, -0.1340, 0.0804, 0.0676, 0.0754, 0.0558, -0.1677, -0.1078, 0.0706, 0.0595, 0.0780, 0.0705, -0.1746, -0.1209, 0.0663, 0.0799, 0.0594, 0.0798, -0.1594, -0.1412, 0.0827, 0.0736, 0.0479, 0.0216, -0.1445, -0.1394, 0.0757, 0.0655, 0.0812, 0.0165, -0.1721, -0.1116, 0.0796, 0.0726, 0.0515, 0.0746, -0.1588, -0.1331, 0.0762, 0.0579, 0.0717, 0.0038],
  "energy_ev": -169777.309,
  "orbital_gap_ev": 8.741,
  "de_lowest_kj_mol": 86.0,
  "lumo_ev": 0.26,
  "total_charge": 0
}